# 1
Density functional theory data (the ωB97M-V functional and the def2-TZVPD basis) for C36H53NP2Sc as an isolated structure.

```
93
Properties=species:S:1:pos:R:3:mulliken_charge:R:1
H 0.420 0.816 6.571 0.4162
C 0.399 -5.589 -2.603 -1.0822
H 2.086 -0.508 5.267 0.4494
P -2.199 -1.739 -1.514 1.3697
C 0.332 -4.096 -2.473 0.2446
H 1.727 -5.771 0.257 0.5645
C 1.444 -3.233 -2.645 1.9463
H -2.517 1.637 0.852 0.1459
H -2.653 -2.868 -3.658 0.5855
H -5.522 -1.057 1.477 0.4630
C -1.504 1.255 -2.048 -1.4640
C 0.810 -0.744 3.563 -0.4847
C 1.105 -0.276 4.837 -1.0614
H -1.125 1.026 -3.050 0.3112
H 1.182 -7.292 -1.517 0.4146
H 3.962 -4.865 -0.101 0.4533
H 0.282 -4.398 -0.277 -0.4353
H 0.421 -5.877 -3.669 0.5495
C -0.424 -3.969 0.463 -0.7764
H 0.722 -0.293 -3.239 0.3780
H 2.365 -6.528 -2.584 0.2456
H 3.605 0.392 -0.944 0.3005
H -0.747 -4.804 1.128 0.7512
H 4.255 -3.174 -1.732 0.2704
H -1.410 2.619 1.863 0.4007
H 2.559 -4.501 -3.911 0.3942
C 2.064 -2.369 0.613 0.4822
H -4.476 -1.068 -1.579 0.3632
H 1.951 -1.280 0.445 -1.0097
C -1.637 2.294 0.840 -1.4537
C -0.490 -0.509 3.042 1.0957
H 3.103 -2.532 0.950 0.9877
C -2.092 -1.951 -3.378 -1.3730
H 3.146 -2.868 -3.785 0.3436
C 3.138 0.801 -0.037 -1.5116
H -1.061 -2.003 -3.750 0.3417
H -2.383 0.615 -1.840 0.0924
H 1.824 -5.353 2.140 0.3770
C -1.663 -3.513 -0.334 -0.9844
H -3.631 -4.416 3.450 0.4599
H -2.569 -1.073 -3.853 0.4549
P 0.848 -3.100 1.838 0.9648
H -1.416 -3.327 3.124 0.6125
H 2.188 -2.880 -0.388 -0.2283
H -4.343 -2.657 -0.762 0.4062
H -1.961 -4.238 -1.117 1.0138
H 4.532 -4.693 -2.557 0.4894
H -1.888 3.179 0.220 0.3907
C 1.254 2.051 2.078 -1.9135
H 1.554 -1.319 2.991 0.3872
H -0.563 -5.969 -2.234 0.2586
N -0.946 -1.100 1.891 2.0366
H 2.392 -0.219 -2.591 0.3943
C -2.201 -1.673 2.008 -1.0982
H -5.700 -3.243 2.663 0.4336
H 1.575 -4.515 3.677 0.4274
C -3.579 -3.457 2.940 -0.9293
H 3.441 0.195 0.825 0.3359
H -2.362 0.502 3.318 0.4335
H 1.194 -2.150 -2.898 -0.5812
C 0.185 0.474 5.561 -0.8018
C -3.991 -2.048 -1.596 -1.5252
H 1.460 3.116 1.902 0.4686
H 0.460 1.968 2.826 0.2436
C -0.489 1.574 0.268 0.9663
C 1.660 0.865 -0.144 -1.5461
C 1.419 0.297 -2.628 -1.8193
C -4.727 -2.808 2.467 -0.7729
C 1.535 -6.309 -1.876 -1.2682
C -0.435 1.086 -1.052 -0.1941
C -4.611 -1.581 1.795 -1.0652
C -1.389 0.318 3.749 -0.7475
H 3.529 1.815 0.135 0.4301
H -3.248 -0.153 0.870 0.2714
C 3.741 -4.078 -2.095 -0.6301
H -2.524 -3.387 0.333 0.6985
C -1.065 0.772 5.026 -0.8070
C -2.327 -2.880 2.744 -0.3625
H -4.209 -2.569 -2.541 0.4656
H 1.560 1.272 -3.133 0.4148
Sc 0.465 -2.514 -1.055 -2.9506
H -1.809 1.356 5.551 0.4567
C 0.818 1.447 0.815 1.3238
H 2.952 -4.108 2.691 0.4385
H 2.161 1.579 2.471 0.4019
C 2.064 -5.477 -0.751 0.1550
C 3.179 -4.745 -0.883 -0.2801
C 0.865 0.530 -1.275 2.9494
C 2.738 -3.702 -3.187 -1.3289
C -3.361 -1.052 1.483 0.5706
H -1.852 2.299 -2.052 0.5227
C 1.902 -4.402 2.638 -1.4174
H -0.670 -3.724 -2.798 -0.1110
```

As for the LUMO energy (spin up / spin down): -4.1500 / -3.8401 eV. As for the total charge: +1. The calculation puts the HOMO energy (spin up / spin down) at -8.7 / -8.7 eV. For the HOMO-LUMO gap (spin up / spin down), the calculation gives 4.538 / 4.874 eV. Its multiplicity is 1. The calculation puts the energy above the lowest of the compared OMol25 structures with the same formula, charge and spin at 0.0 kcal/mol.

=====

# 2
Density functional theory data (the ωB97M-V functional and the def2-TZVPD basis) for C36H54NO3P3PtSi as an isolated structure.

```
99
Properties=species:S:1:pos:R:3:mulliken_charge:R:1
H 2.438 -1.650 -0.499 0.3579
C 4.940 0.696 -0.054 -1.5813
P -2.176 1.035 0.802 -0.2212
C -3.654 0.421 -0.167 0.8238
H 3.541 4.508 1.465 0.5139
C 3.443 0.483 3.019 -0.8854
H -1.070 -0.028 -4.769 0.3014
C 0.222 -5.094 -1.121 -1.1684
C 3.625 -0.283 4.160 -1.1074
P 2.132 1.044 0.530 -0.7136
H 1.527 3.257 0.857 -0.4491
H 0.519 -6.028 0.790 0.4339
C -0.021 -2.681 -1.104 0.8210
C -3.616 -0.779 4.210 -1.0027
H -0.677 3.325 1.853 0.1099
N -0.240 3.502 -1.703 0.6923
C 1.494 -0.828 2.431 0.7043
H -1.489 -2.662 -4.505 0.2545
H 1.024 -2.992 -4.226 0.3217
C -2.807 -1.908 4.275 -1.0543
H 1.540 1.062 -2.749 0.4100
C 0.035 -3.896 -1.791 -0.9608
H 4.446 -0.062 4.830 0.4330
H 0.427 -3.916 2.029 0.1613
H 1.040 -2.415 3.815 0.1663
H 4.142 1.278 2.810 0.5171
H 3.762 -1.602 0.656 0.3281
C 1.281 -1.071 -3.175 1.6745
H 2.152 -1.870 -4.964 0.4616
H -1.132 -2.937 3.465 0.2430
H 2.676 0.400 -3.943 0.5136
C 1.709 -1.598 3.574 -0.6801
H 0.265 -6.022 -1.677 0.4270
C -3.666 -1.111 -0.179 -2.2778
H 0.427 -1.587 -5.115 0.2612
H 5.655 0.183 -0.703 0.4672
H 2.094 -1.469 -2.560 0.1420
C -2.969 3.681 0.194 -1.7235
C 3.444 -1.265 -0.333 -2.2246
H 2.721 4.423 -0.864 0.4491
P -0.152 -1.055 -1.972 -0.2425
H 4.518 3.047 1.489 0.2384
C 3.524 0.257 -0.432 1.1834
O -0.463 4.159 -2.707 -0.7770
C 1.646 0.364 -3.578 -2.0226
H -2.675 -1.546 -0.326 0.6604
H 2.899 -1.932 5.326 0.4419
H 3.833 3.079 -1.124 0.3259
H 3.336 0.559 -1.467 0.2567
C -1.659 3.285 2.328 -1.5667
H -5.276 0.574 1.280 0.2524
C -1.716 -1.103 -2.979 2.2785
C 2.381 0.225 2.153 0.4478
C 0.101 -2.683 0.296 1.2596
C -2.143 -2.391 -3.677 -1.9130
H -3.326 3.181 -0.708 0.3210
C -5.030 0.921 0.275 -1.7147
C -2.687 2.716 1.354 0.7578
C 2.760 -1.331 4.437 -1.0214
H -1.490 1.030 -3.421 0.3318
H 4.109 -1.721 -1.069 0.5521
H -4.048 -1.492 0.769 0.3394
C 2.508 2.855 0.601 1.6893
Si 0.016 -1.058 1.269 1.9189
H 2.129 2.922 -1.558 0.2339
H -4.318 -1.476 -0.976 0.4992
C 2.818 3.338 -0.822 -1.5714
H -1.937 4.303 2.610 0.5055
H -1.585 2.686 3.237 0.3171
H -5.122 2.004 0.247 0.3247
H -4.053 1.028 3.173 0.4100
C -2.358 0.007 2.309 0.2615
H -2.990 -2.663 5.029 0.4335
H -2.461 -0.910 -2.210 -1.1134
H -2.198 -3.232 -2.987 0.4594
H -3.468 0.792 -1.180 0.6937
H -2.757 0.202 -4.343 0.4636
C -1.751 0.100 -3.928 -1.7569
H -0.068 -3.917 -2.865 0.3515
C -1.755 -2.054 3.387 -0.7980
H -4.424 -0.648 4.918 0.4427
C 0.361 -5.098 0.259 -0.9657
C -1.494 -1.090 2.410 1.0588
O -0.009 4.008 -0.605 -0.5720
O -0.336 2.218 -1.803 -0.5639
H 5.180 0.418 0.973 0.3003
H -3.145 -2.245 -4.090 0.4797
H -3.627 2.548 1.884 0.7929
H 3.185 3.251 2.637 0.3983
C 1.199 -1.939 -4.432 -1.5357
C 0.299 -3.900 0.952 -1.0278
H 5.103 1.764 -0.173 0.2907
H 1.001 0.723 -4.379 0.4000
H -5.787 0.510 -0.398 0.5220
C -3.400 0.168 3.224 -0.8677
H -3.732 4.402 0.495 0.4072
Pt -0.096 0.630 -0.216 2.2094
C 3.503 3.426 1.610 -1.7799
H -2.072 4.237 -0.068 0.3600
```

As for the LUMO energy: 0.5816 eV. The calculation puts the HOMO energy at -7.3 eV. For the HOMO-LUMO gap, the calculation gives 7.902 eV. Its multiplicity is 1. The calculation puts the energy above the lowest of the compared OMol25 structures with the same formula, charge and spin at 0.0 kcal/mol.

=====

# 3
Density functional theory data (the ωB97M-V functional and the def2-TZVPD basis) for a 3-piece molecular cluster, C36H57BrFN3O7S overall.

```
106
Properties=species:S:1:pos:R:3:mulliken_charge:R:1
C 1.970 -0.677 0.188 0.1725
H 0.526 -2.814 -0.648 -0.9665
C -3.069 -1.472 -3.952 -1.2228
O -0.466 -2.001 -2.414 -0.5162
H 3.954 5.848 3.607 0.3254
C 3.078 0.398 0.016 -1.6902
H -3.595 3.122 2.583 0.0736
C 0.133 0.132 -1.144 -0.6838
H 0.675 2.257 -1.454 0.3756
C -3.057 -1.727 -2.397 0.5343
H -3.218 -4.865 2.671 0.2947
C -4.848 4.872 -1.100 -0.4065
F 3.344 -2.932 1.076 -0.2694
H 0.071 -5.619 0.006 0.1841
H 0.466 2.348 1.051 -0.6161
C 8.448 -3.438 -3.532 -0.5593
O -1.301 -3.691 -0.899 -0.5267
C -3.919 6.584 0.022 -0.6188
C 3.077 4.452 2.098 0.9156
C -0.909 -0.734 -1.947 -1.1048
H 2.173 5.909 3.442 0.2694
C -2.972 -3.790 2.491 -1.2614
H 3.521 1.055 2.879 0.3740
N 6.389 -4.255 -3.474 0.1701
H 3.212 6.705 2.185 0.3463
H -4.854 3.848 4.708 0.3567
H 2.123 -1.386 -0.692 0.4635
H -4.706 -2.385 0.796 0.2887
H 6.230 -4.918 -5.494 0.3428
C -5.103 6.129 -0.615 -0.5537
H -3.180 0.641 3.287 0.1763
C 6.849 -4.445 -4.748 -0.4273
H -2.504 2.018 1.136 -0.0900
H 3.128 0.659 -1.081 0.4355
C -0.444 2.228 0.408 0.4145
C -2.500 1.451 3.651 -0.7704
H -2.216 1.252 4.722 0.4555
H -3.603 -4.222 0.421 0.3917
H -1.968 -3.516 2.926 0.2778
C -3.105 0.382 -1.578 -0.9237
C 3.302 1.923 2.224 0.0828
H -5.472 4.182 -1.645 0.3769
H -1.013 -0.132 -2.914 0.3374
C -2.983 5.589 -0.096 -0.3401
H 4.071 -0.112 0.210 0.6746
H 3.515 3.295 3.973 0.3206
C 8.124 -3.945 -4.817 -0.4700
H -0.501 0.587 3.023 0.1154
H 1.047 0.091 -1.818 0.4190
Br 3.360 -4.462 -1.913 -0.2096
H -3.708 -3.141 3.046 0.3455
H 8.755 -3.944 -5.692 0.3832
C -3.233 2.851 3.612 -0.0549
C -1.147 1.488 2.833 -0.5832
O 1.001 -2.458 2.062 -0.5571
H -3.722 -2.247 -4.436 0.4323
H -5.330 2.279 3.970 0.2876
C -0.184 -3.019 -1.486 2.3728
H -2.553 3.686 3.934 0.2845
H -3.102 3.680 -1.003 0.2454
C 2.854 4.282 0.661 -1.0343
N -2.287 -0.870 -1.444 1.1408
C 3.124 5.810 2.846 -1.2957
H 0.974 -3.662 -3.265 0.4806
O 2.862 -1.197 2.767 -0.7093
H -0.835 3.283 0.273 -0.2544
H -1.045 2.015 -1.681 0.4376
C 1.484 -5.105 -1.610 0.1940
H -0.337 -4.783 -2.775 0.2666
S 2.239 -1.840 1.628 1.3532
H 1.454 -6.097 -2.140 0.5226
O -3.767 -2.149 0.894 -0.4222
C 0.514 -4.156 -2.376 -1.7502
C 3.066 1.713 0.807 0.4716
H -1.200 -2.214 0.661 -0.1863
H 5.477 -4.522 -3.138 0.0482
H -2.735 1.043 -2.422 0.3447
H -1.697 0.439 0.907 -0.9689
N -3.558 4.548 -0.776 0.1062
H -4.301 2.265 5.502 0.3221
O -3.764 -2.619 -2.010 -0.5068
C 7.359 -3.646 -2.725 -0.3311
H -3.771 7.533 0.511 0.4162
O 0.606 -0.332 0.132 0.0948
C -1.521 1.485 1.299 1.5795
H 2.711 2.950 -1.065 0.4115
C -1.558 -3.264 0.454 0.3292
C 3.309 3.240 2.874 -0.8989
H 7.190 -3.413 -1.686 0.3686
H 2.699 5.222 0.073 0.2909
C 1.161 -5.402 -0.113 -1.0506
H -2.044 -1.557 -4.397 0.2021
C -4.512 2.796 4.541 -1.2392
H -0.938 -3.920 1.131 0.4921
H -3.208 0.943 -0.620 -0.2345
C -0.191 1.670 -1.030 -0.5470
C -3.039 -3.404 0.932 -0.1811
H 9.375 -2.974 -3.233 0.3811
H 1.713 -6.342 0.179 0.4711
H -3.533 -0.476 -4.164 0.2722
C 2.865 2.968 0.044 -0.2658
H 1.474 -4.619 0.615 0.1946
H -4.164 0.129 -1.880 0.6487
H -0.565 2.438 3.012 0.3704
H -1.962 5.531 0.245 0.3718
H -6.035 6.663 -0.707 0.3990
```

As for the LUMO energy: 0.1987 eV. The calculation puts the HOMO energy at -8.1 eV. As for the structure (SMILES): CCCCCCC[C@@H](O[C@@H](Cc1ccc(C)cc1)S(=O)(=O)F)[C@@H](O[C@H](C[C@H](C)Br)OC[C@@H](C)O)N(C)C(C)=O.c1cc[nH]c1.c1cc[nH]c1. For the HOMO-LUMO gap, the calculation gives 8.346 eV. Its multiplicity is 1.

=====

# 4
Density functional theory data (the ωB97M-V functional and the def2-TZVPD basis) for a 4-piece molecular cluster, C36H57F13N2O9PS2 overall.

```
120
Properties=species:S:1:pos:R:3:mulliken_charge:R:1
C 6.865 4.853 -0.313 -1.1650
H -2.227 -1.779 0.489 0.3103
F 4.350 -4.587 7.331 -0.2413
H 6.119 0.811 -3.607 0.3285
H 3.461 2.035 -4.492 0.3248
C -2.969 -1.260 -4.497 -1.3656
H -0.833 4.239 -6.326 0.3556
H 0.466 -0.076 -2.939 0.7589
C -3.496 0.997 1.967 0.0611
F -4.758 -7.186 3.663 -0.2560
H -1.176 5.124 -4.835 0.3087
H -5.900 -0.302 -1.696 0.4387
H -0.854 -8.603 1.598 0.3093
C 0.340 -4.072 6.953 -0.0576
C 4.104 1.532 -3.766 0.0286
F 4.502 -5.680 5.470 -0.2320
C -1.741 -0.854 -2.169 -1.8660
F -3.334 -6.299 5.031 -0.2420
H 0.740 4.499 -1.065 0.5320
H -3.785 -1.219 -5.214 0.3524
P -4.242 3.194 -2.072 0.2623
C 0.503 0.991 -2.736 -2.3081
H -1.235 -11.087 1.625 0.3759
C -0.161 -5.191 7.838 -1.1807
H 6.713 4.840 -1.393 0.3707
C -2.436 -7.577 3.257 0.3253
O 1.785 -4.038 6.902 -0.3283
C -2.731 1.676 0.799 0.4638
O -1.403 -7.713 3.840 -0.4876
C 0.983 3.520 -1.481 -1.1805
H -0.896 -1.543 -2.136 0.7353
H 0.112 -6.163 7.429 0.3042
O -2.797 0.300 -4.204 -0.4246
C -1.911 -10.411 2.148 -1.1255
C -2.905 4.753 -6.047 -1.1796
C -4.131 0.235 -0.667 -1.5305
H -4.510 -1.070 -2.411 0.5347
H 5.917 2.197 -4.710 0.3465
C 5.715 5.568 0.359 0.4081
C -2.786 1.015 -0.647 1.5111
C -0.614 1.450 -1.783 2.8724
C -0.594 -0.398 -0.074 -2.0439
C -1.144 -1.690 0.564 -0.8709
H 7.809 5.354 -0.102 0.3941
H 0.510 1.535 -3.677 -0.2179
H -2.231 -1.456 -5.311 0.4142
H 2.671 2.303 -0.751 0.4029
C 2.484 3.278 -1.206 -0.4153
H -2.619 -1.417 -1.886 0.9162
F 4.206 -3.534 5.439 -0.2573
O 1.824 -5.639 5.304 -0.5143
C -1.462 0.294 -1.150 1.3358
C -1.601 3.015 -4.725 0.0117
H -2.922 -10.813 2.089 0.3099
H -1.941 4.182 -3.018 0.5841
H 4.767 5.082 0.138 -0.2077
H -3.595 5.016 -5.239 0.2228
H 3.640 0.602 -3.428 0.2117
F -3.314 2.908 0.699 -0.3491
H 1.470 1.148 -2.260 0.1974
H -3.367 3.932 -6.601 0.3306
C 2.356 -4.869 6.046 0.3437
H 5.648 6.607 0.040 0.3568
C 5.471 1.270 -4.355 -1.4282
C -3.550 -6.629 3.761 0.9120
C 0.037 2.508 -0.801 -1.3331
F 6.680 4.958 4.246 -0.2439
H -3.956 -0.677 -0.095 0.3502
C -1.848 -9.040 1.517 -0.1966
H 0.571 1.995 -0.002 0.4999
C 6.622 6.409 2.355 0.3121
H -1.247 -5.141 7.913 0.3824
H 0.051 -3.104 7.356 0.3468
H -1.617 -10.372 3.195 0.3188
H -4.843 0.625 -2.725 0.1394
F 5.440 6.734 4.369 -0.2513
C -1.538 4.336 -5.502 -0.7635
H 0.818 3.610 -2.551 0.3754
H -0.770 2.372 -5.013 0.0836
H -0.930 -0.921 2.563 0.3905
C -1.859 -0.529 -3.670 -0.1893
H -2.517 2.481 -4.981 0.3082
H -0.921 -0.475 -4.219 0.5194
F -3.135 -0.301 2.083 -0.1730
C 3.892 -4.673 6.081 0.8934
F -3.550 -5.498 3.031 -0.2453
H -2.828 5.601 -6.725 0.4290
O 3.220 4.285 -3.232 -0.5712
C 3.323 3.383 -2.461 0.5880
H -3.611 4.437 -1.948 0.0883
H 2.858 4.023 -0.501 -0.0587
F -3.127 1.637 3.090 -0.3165
C -1.716 2.314 -2.327 -1.8813
O -2.810 -8.139 2.120 -0.3184
S -1.411 -3.243 2.867 -0.1367
C -0.685 -1.832 2.013 -1.2819
H -0.737 -2.545 0.018 0.7649
F -1.479 1.895 1.246 -0.2786
H -0.748 3.090 -0.321 0.6172
H -4.844 0.854 -0.128 0.6169
H 6.936 3.825 0.044 0.2964
N -1.541 3.287 -3.270 0.5296
H -2.496 -2.685 3.413 0.1621
C 6.595 6.245 3.894 0.9231
O 7.256 7.257 1.802 -0.5052
F 7.599 6.908 4.447 -0.2322
O 4.240 2.394 -2.614 -0.2855
C -4.851 -0.145 -1.959 -1.5206
H -4.575 1.090 1.864 0.3680
H 0.265 -5.107 8.838 0.3325
H 0.317 -0.680 -0.615 0.9243
O 5.822 5.509 1.797 -0.3343
H -0.272 0.286 0.706 0.6348
H -2.128 -9.072 0.466 0.3182
S -5.907 3.059 -1.153 -0.2682
H 0.401 -1.931 2.057 0.4424
H -4.289 2.944 -3.447 0.1140
H -0.057 -4.155 5.943 0.2329
N -2.847 2.142 -1.676 0.6017
H 5.382 0.573 -5.190 0.3934
```

As for the LUMO energy: -3.6028 eV. As for the total charge: +1. The calculation puts the HOMO energy at -11.1 eV. For the HOMO-LUMO gap, the calculation gives 7.535 eV. Its multiplicity is 1.

=====

Electronic energy? In order: -2901.15030 -3117.56869 -5168.75370 -4628.25709 Ha.
Maximum force? In order: 2.88 0.84 4.10 4.13 eV Å⁻¹.